1.
# C44H82O22

A 11-piece molecular cluster, C44H82O22 overall in a non-equilibrium geometry (ωB97M-V with the def2-TZVPD basis set, OMol25).

```
148
Properties=species:S:1:pos:R:3:forces:R:3
O 0.9504 -7.4479 -5.0446 -0.266 -0.797 1.385
C 0.4808 -6.4737 -4.5108 0.397 0.348 -2.182
O -0.2266 -6.3553 -3.3820 1.037 -0.897 0.230
C -0.2763 -7.5265 -2.5780 -1.660 -1.490 0.835
C -1.1945 -8.6132 -3.1361 -0.007 -0.074 -0.004
C 0.6267 -5.1588 -5.1788 -0.966 1.052 -0.221
H -0.7453 -7.2197 -1.6430 0.162 0.366 -0.028
H 0.6324 -8.0526 -2.2856 0.740 0.861 -0.587
H -0.8084 -9.1241 -4.0182 0.022 0.341 -0.072
H -2.1927 -8.2168 -3.3221 -0.001 -0.052 -0.121
H -1.2750 -9.3817 -2.3674 -0.133 -0.016 0.123
H 0.5084 -5.1509 -6.2623 0.370 -0.777 0.013
H 1.6178 -4.7713 -4.9428 -0.280 0.427 0.178
H -0.2329 -4.5678 -4.8627 0.581 0.711 0.453
O 0.5832 0.9259 -1.0472 -0.239 0.386 -0.158
C -0.3897 1.5631 -0.7195 0.860 -0.058 0.214
O -0.6045 2.8457 -1.0205 -0.847 0.772 0.905
C 0.2419 3.6533 -1.8467 -0.961 -1.789 -2.128
C -0.1433 3.2227 -3.3278 1.693 0.867 0.409
C -1.5132 1.0188 0.0970 -1.096 -1.569 0.435
H 1.2822 3.4047 -1.6369 0.007 0.282 -0.058
H -0.0269 4.6940 -1.6659 0.170 -0.218 0.242
H 0.4895 3.7559 -4.0374 0.129 0.402 0.021
H -1.1601 3.4447 -3.6517 -0.088 -0.295 0.557
H 0.1822 2.1968 -3.4998 -0.591 -0.193 0.279
H -2.3607 0.7632 -0.5390 -0.221 0.713 -0.326
H -1.8896 1.5570 0.9670 0.275 0.618 -0.421
H -1.3332 0.0105 0.4699 0.906 0.085 0.028
O 9.8940 -7.7785 0.9726 0.097 1.412 -2.189
C 10.1328 -7.7271 -0.2336 -0.634 -1.818 1.169
O 9.6633 -6.8680 -1.1790 0.604 -0.165 1.225
C 8.8397 -5.7288 -0.7903 -0.820 -1.423 -0.349
C 7.3467 -6.1805 -0.7440 1.254 0.818 0.310
C 10.8649 -8.8944 -0.9021 0.546 0.548 -0.015
H 9.0283 -5.0390 -1.6128 -0.135 0.234 0.347
H 9.1523 -5.3441 0.1805 0.104 0.008 -0.143
H 6.8193 -5.2970 -0.3844 -0.424 -0.110 -0.122
H 7.2255 -6.9760 -0.0088 0.011 0.000 -0.095
H 6.9776 -6.4886 -1.7222 0.066 0.049 0.097
H 10.1375 -9.4942 -1.4491 0.093 0.160 -0.205
H 11.3903 -9.5497 -0.2074 -0.445 0.264 0.404
H 11.6560 -8.5216 -1.5527 -0.323 0.026 -0.432
O -7.6150 -5.4157 -0.8947 1.339 2.957 -0.346
C -7.2653 -4.2370 -0.7440 -1.605 -0.712 0.968
O -6.9290 -3.3337 -1.6936 -0.070 -0.549 0.697
C -6.8175 -3.7617 -3.0312 -0.358 -0.188 -1.873
C -6.7002 -2.5447 -3.9495 0.514 0.245 0.225
C -7.3199 -3.5385 0.6503 0.207 -1.547 -0.088
H -7.6881 -4.3169 -3.3804 -0.180 -0.243 0.562
H -5.9582 -4.4221 -3.1480 0.085 0.022 0.103
H -7.5254 -1.8413 -3.8375 0.065 0.006 0.431
H -6.7014 -2.7633 -5.0173 0.040 -0.637 0.095
H -5.7447 -2.0564 -3.7582 -0.129 0.350 0.081
H -8.0249 -2.7222 0.8073 0.073 0.028 -0.694
H -6.3360 -3.2332 1.0065 0.050 0.149 -0.324
H -7.6333 -4.3541 1.3020 -0.023 0.121 0.164
O 5.3497 2.3767 10.6232 0.026 0.338 -0.791
C 5.2753 3.2380 9.7624 0.907 -0.458 2.896
O 4.5015 3.1919 8.7356 -1.815 0.338 -1.658
C 3.7165 2.0186 8.4723 0.521 -0.226 -0.127
C 2.6198 2.3149 7.4761 -0.181 -0.446 -0.510
C 5.9914 4.5453 9.8278 0.395 0.720 -0.116
H 3.3085 1.5193 9.3512 0.080 0.619 0.388
H 4.4810 1.3276 8.1171 -0.431 -0.371 -0.527
H 2.9327 2.7319 6.5189 0.482 -0.194 0.053
H 1.7860 2.9544 7.7660 0.267 0.038 0.745
H 2.1866 1.3320 7.2909 -0.189 -0.011 -0.306
H 5.8002 5.0612 10.7687 -0.229 -0.199 0.034
H 5.6582 5.1752 9.0031 0.208 0.053 0.085
H 7.0742 4.4239 9.7956 -0.042 -0.204 -0.165
O -4.1577 8.3452 -7.5779 0.288 0.904 2.774
C -3.6856 8.6695 -6.4781 0.516 -0.802 -2.500
O -4.2149 8.5305 -5.2770 -0.647 0.346 0.723
C -5.5922 8.2042 -5.1091 -0.246 -1.201 -0.438
C -5.7511 6.6717 -4.9569 -0.369 0.535 -0.279
C -2.2582 9.1247 -6.2787 0.003 -0.716 0.147
H -6.1292 8.6034 -5.9696 -0.178 -0.172 0.050
H -5.9185 8.7072 -4.1988 0.085 0.022 -0.092
H -5.4169 6.0988 -5.8218 0.385 0.341 -0.074
H -6.8092 6.4171 -4.8959 -0.100 0.131 0.358
H -5.2336 6.3200 -4.0643 -0.052 0.010 -0.034
H -1.6827 8.5580 -7.0107 0.272 0.644 -0.143
H -1.9576 8.7852 -5.2875 0.083 0.077 -0.024
H -2.1264 10.2067 -6.2869 -0.040 -0.121 -0.464
O 6.8956 2.3989 0.4656 -0.724 1.460 -0.756
C 6.8129 3.3802 -0.2624 2.024 -1.868 1.022
O 6.4818 4.6086 0.1704 0.173 -0.072 -0.474
C 5.9632 4.8013 1.4821 -1.075 0.575 1.170
C 5.7217 6.2772 1.6819 -0.111 1.229 -0.472
C 7.2693 3.3235 -1.7234 -0.689 0.163 -0.088
H 6.5124 4.4383 2.3508 0.714 -0.547 -0.671
H 4.9698 4.3598 1.5602 0.071 -0.494 -0.238
H 5.1037 6.6369 0.8592 -0.069 0.116 -0.029
H 6.5840 6.9427 1.7223 0.478 -0.441 -0.305
H 5.2044 6.5539 2.6005 -0.255 -0.671 0.123
H 8.2465 3.7299 -1.9840 -0.106 0.724 0.690
H 6.4936 3.8492 -2.2802 0.230 -0.031 -0.423
H 7.3957 2.3055 -2.0919 -0.664 -0.147 0.452
O -0.8394 0.0218 -12.6883 -2.630 -1.206 0.343
C -1.9592 -0.3640 -12.3231 2.554 0.099 -1.741
O -2.6492 -1.4298 -12.8844 -0.203 1.892 1.026
C -2.1848 -2.1656 -14.0167 1.411 -0.469 0.581
C -1.0433 -3.0694 -13.5168 -0.778 -0.517 0.024
C -2.6710 0.2628 -11.1658 -0.979 -1.066 -0.232
H -1.8895 -1.5244 -14.8472 -0.043 0.195 0.160
H -3.0333 -2.7884 -14.2999 0.025 0.190 -0.093
H -0.7578 -3.8335 -14.2398 0.259 0.340 -0.310
H -1.4918 -3.6616 -12.7192 0.092 0.035 0.301
H -0.1860 -2.5409 -13.1001 -0.105 0.101 -0.364
H -3.7037 -0.0836 -11.2075 -0.120 0.260 0.118
H -2.6356 1.3522 -11.1618 0.351 -0.274 0.009
H -2.2521 -0.2050 -10.2749 0.165 0.420 0.176
O -6.3439 5.3012 3.6462 0.928 2.917 -0.010
C -5.7130 6.3430 3.8817 -3.242 -2.634 -1.416
O -4.6833 6.2633 4.6562 2.544 -0.456 1.724
C -3.9616 7.4711 4.7576 0.798 0.960 -0.298
C -4.8681 8.5200 4.2018 -0.044 2.394 0.487
C -5.9444 7.8046 3.4656 -0.344 -1.005 -0.389
H -3.0947 7.5287 4.0994 0.322 -1.056 0.141
H -3.6188 7.7053 5.7655 -0.256 -0.554 0.081
H -4.3032 9.1930 3.5568 -0.032 -0.039 -0.095
H -5.2552 9.1832 4.9753 -0.217 -0.192 0.155
H -5.7796 7.9061 2.3929 -0.471 -0.190 -0.050
H -6.9467 8.1182 3.7573 0.017 -0.146 -0.326
O -4.1914 -1.7552 8.0444 -0.939 1.404 1.103
C -4.9011 -1.1969 8.8695 0.892 -0.900 -1.888
O -5.4140 -1.8842 9.8726 -1.133 0.080 1.322
C -6.2967 -1.0322 10.6740 1.426 0.186 0.667
C -5.8539 0.4441 10.4000 -0.361 -1.665 -1.705
C -5.3961 0.2442 8.9328 0.625 -0.224 0.122
H -6.0898 -1.3205 11.7046 -0.337 -0.058 -0.035
H -7.3373 -1.2293 10.4165 0.096 0.039 -0.119
H -4.9827 0.7696 10.9685 -0.544 0.054 0.446
H -6.7616 1.0468 10.4272 0.525 0.480 0.424
H -4.5420 0.8350 8.6018 -0.451 0.424 -0.084
H -6.2534 0.3151 8.2634 0.204 0.177 -0.263
O 5.4773 -4.8317 7.7140 -2.392 -1.889 -1.666
C 4.6253 -5.4446 7.0484 1.826 2.445 2.720
O 3.3710 -5.6486 7.4744 -0.470 0.481 2.734
C 2.5762 -6.4556 6.6117 0.674 0.229 0.105
C 3.2735 -6.1128 5.3439 -2.522 -1.808 -2.573
C 4.7018 -5.9414 5.6865 0.618 0.556 -1.812
H 1.5395 -6.1188 6.6068 0.141 -0.062 0.391
H 2.6631 -7.4960 6.9248 -0.110 -0.063 0.007
H 2.6944 -5.2949 4.9152 0.902 0.951 0.252
H 3.0311 -6.8350 4.5643 0.540 -0.577 -0.014
H 5.0717 -5.1468 5.0386 0.804 -0.294 0.138
H 5.3101 -6.8452 5.6530 -0.011 0.036 -0.285
```
Forces are in eV/Å.

* SMILES: CCOC(C)=O.CCOC(C)=O.CCOC(C)=O.CCOC(C)=O.CCOC(C)=O.CCOC(C)=O.CCOC(C)=O.CCOC(C)=O.O=C1CCCO1.O=C1CCCO1.O=C1CCCO1
* Kohn-Sham gap: 10.16 eV

2.
# C23H37ClP

A 2-piece molecular cluster, C23H37ClP overall in a non-equilibrium geometry (ωB97M-V with the def2-TZVPD basis set, OMol25).

```
62
Properties=species:S:1:pos:R:3:forces:R:3
C 4.8851 -0.0143 3.0494 -0.135 0.128 -0.012
C 3.6164 0.4561 2.3480 -0.108 -0.099 -0.015
C 3.2153 -0.4897 1.2110 -0.074 0.239 -0.072
C 1.9565 -0.0250 0.4555 -0.138 0.113 -0.258
P 0.5309 0.2240 1.5915 0.279 -0.549 0.566
C -0.8016 0.8720 0.4915 -0.002 -0.173 -0.239
C -1.2699 2.2541 0.9554 0.067 -0.177 0.009
C -1.7299 2.2423 2.4182 0.012 0.036 -0.079
C -2.1826 3.6228 2.8769 0.003 -0.226 0.024
C 0.0265 -1.5533 1.7281 0.008 0.155 -0.046
C -1.1168 -1.7320 2.7259 0.088 -0.305 0.031
C -1.5885 -3.1892 2.8260 -0.047 0.247 0.123
C -2.1985 -3.7267 1.5356 0.023 0.037 -0.020
H 5.2061 0.7161 3.7943 0.050 -0.087 -0.032
H 4.7182 -0.9671 3.5611 0.068 0.066 -0.089
H 5.6852 -0.1417 2.3184 0.101 -0.050 0.106
H 2.7934 0.5340 3.0752 0.269 0.054 -0.231
H 3.7699 1.4575 1.9220 -0.050 -0.077 0.140
H 4.0435 -0.5452 0.4913 -0.089 -0.138 0.157
H 3.0674 -1.4995 1.6221 0.012 0.173 -0.184
H 2.1292 0.9499 -0.0319 0.176 -0.239 0.065
H 1.6656 -0.7513 -0.3204 0.165 0.147 0.020
H -0.4128 0.9143 -0.5371 -0.073 -0.088 0.273
H -1.6403 0.1491 0.4926 0.255 0.321 0.010
H -0.4546 2.9880 0.8341 -0.156 -0.166 0.055
H -2.0951 2.5776 0.3063 -0.024 0.143 0.115
H -2.5468 1.5087 2.5238 0.200 0.185 0.022
H -0.8958 1.9015 3.0537 -0.362 0.043 -0.239
H -2.5827 3.5754 3.8911 -0.019 0.108 -0.079
H -1.3374 4.3161 2.8781 -0.113 0.026 -0.028
H -2.9563 4.0043 2.2070 -0.013 0.128 0.113
H -0.2590 -1.9030 0.7232 0.081 -0.022 0.193
H 0.9092 -2.1367 2.0468 -0.328 0.203 -0.094
H -0.7766 -1.3947 3.7173 -0.154 -0.001 -0.269
H -1.9696 -1.1008 2.4340 0.118 -0.043 0.112
H -0.7323 -3.8076 3.1201 -0.139 -0.013 0.017
H -2.3278 -3.2483 3.6313 0.089 -0.099 -0.048
H -2.6068 -4.7284 1.6853 0.047 0.058 -0.054
H -3.0164 -3.0828 1.1870 0.114 -0.072 0.055
H -1.4454 -3.7828 0.7436 -0.138 -0.052 0.021
Cl 1.0049 -4.2336 -5.5635 -0.078 0.212 0.156
C 0.5336 -2.8168 -4.7217 -0.074 0.485 0.302
C -0.7639 -2.7092 -4.2015 -0.203 0.460 0.210
C -1.1542 -1.5413 -3.5482 0.511 0.015 -0.194
C -0.2519 -0.4462 -3.3821 -0.066 -0.598 0.107
C -0.6981 0.8003 -2.8133 -0.285 0.408 -1.958
C 0.1283 2.0545 -2.8254 -0.298 0.849 0.293
C -0.8968 3.2304 -2.5820 0.743 -0.880 0.073
C -2.2108 2.5236 -2.4814 0.687 -1.009 -0.083
C -2.0723 1.1528 -2.6385 -0.108 0.843 0.474
C 1.0572 -0.5967 -3.9192 -0.073 -0.043 0.150
C 1.4466 -1.7592 -4.5715 -0.250 0.275 0.155
H -1.4642 -3.5295 -4.3359 0.132 0.175 0.050
H -2.1728 -1.4382 -3.1868 0.183 -0.253 -0.018
H 0.9430 2.0663 -2.0866 -0.251 -0.169 -0.115
H 0.6112 2.1814 -3.8054 -0.147 -0.187 0.211
H -0.6427 3.8114 -1.6815 -0.284 -0.166 -0.182
H -0.8557 3.9367 -3.4249 -0.246 -0.150 0.197
H -3.1420 3.0664 -2.3150 0.140 -0.311 -0.161
H -2.8763 0.4184 -2.6724 0.136 0.455 0.146
H 1.7580 0.2373 -3.8408 -0.114 -0.373 -0.002
H 2.4440 -1.8526 -4.9858 -0.115 0.027 0.047
```
Forces are in eV/Å.

* Kohn-Sham gap: 4.77 eV
* charge: +1

3.
# C6H13FN

C6H13FN as an isolated structure in a non-equilibrium geometry (ωB97M-V with the def2-TZVPD basis set, OMol25).

```
21
Properties=species:S:1:pos:R:3:forces:R:3
C -2.7392 0.8060 0.3809 1.050 0.293 0.196
C -1.8681 0.5505 -0.6467 -1.145 -1.368 1.528
C 1.7038 0.3047 -1.0569 0.536 -1.130 0.933
C 0.4678 0.8648 1.1049 1.211 0.862 -1.652
C -0.9924 -0.7173 -0.7256 2.775 3.110 1.306
C 0.7719 -0.1387 0.0157 -4.027 -0.846 -0.903
N 1.3126 -1.4855 0.6034 -4.349 -0.450 -1.196
F -1.2149 -1.7402 0.1180 -1.110 -0.482 1.000
H -3.1740 1.8797 0.3941 0.328 -2.262 0.153
H -2.8939 0.0778 1.3038 0.247 1.707 -2.224
H -1.8075 1.2732 -1.4755 0.300 -0.534 0.409
H 1.8258 -0.4372 -1.8212 0.408 -0.648 -0.333
H 2.6593 0.6268 -0.6466 0.273 -0.024 -0.083
H 1.2852 1.1065 -1.5609 -0.869 1.827 -0.803
H -0.3680 0.5028 1.7122 0.730 0.373 0.603
H 0.1899 1.8497 0.6376 -0.240 -1.147 0.210
H 1.4848 1.1591 1.4611 -0.913 -0.521 1.162
H -0.8262 -1.1634 -1.6802 0.166 0.187 -0.943
H 1.2383 -2.0890 -0.2298 0.348 -0.160 0.587
H 0.7026 -1.9700 1.3667 1.699 1.461 -1.308
H 2.2422 -1.2602 0.7449 2.583 -0.248 1.360
```
Forces are in eV/Å.

* Kohn-Sham gap: 9.96 eV
* charge: +1

Calculated energy above the lowest of the compared OMol25 structures with the same formula, charge and spin, 4.427 0.727 1.091 eV (same order as the records).
Calculated HOMO, -9.99 -10.53 -13.26 eV (same order as the records).
Calculated E_LUMO, 0.176 -5.754 -3.307 eV (same order as the records).